{
  "formula": "C34H61Cl2N4O10S3",
  "method": "ωB97M-V with the def2-TZVPD basis set",
  "charge": 1,
  "elements": ["C", "C", "C", "C", "C", "N", "C", "C", "C", "C", "C", "S", "C", "S", "N", "C", "C", "N", "C", "N", "C", "C", "O", "Cl", "C", "C", "C", "C", "C", "S", "O", "O", "Cl", "C", "C", "C", "C", "O", "C", "H", "H", "H", "H", "H", "H", "H", "H", "H", "H", "H", "H", "H", "H", "H", "H", "H", "H", "H", "H", "H", "H", "H", "H", "H", "H", "H", "H", "H", "H", "H", "H", "H", "H", "H", "H", "H", "H", "H", "H", "H", "H", "H", "H", "H", "C", "C", "O", "C", "O", "O", "C", "H", "H", "H", "H", "H", "H", "H", "H", "C", "C", "O", "C", "O", "O", "C", "H", "H", "H", "H", "H", "H", "H", "H"],
  "positions_angstrom": [[1.991, 3.944, 3.017], [2.437, 3.345, 1.681], [1.611, 2.115, 1.271], [0.471, 2.414, 0.275], [0.410, 1.460, -0.914], [0.430, 0.020, -0.499], [-0.723, -0.231, 0.429], [-1.175, -1.691, 0.501], [-1.859, -1.892, 1.858], [-3.380, -1.710, 1.786], [-3.979, -1.501, 3.180], [-3.457, 0.109, 3.813], [-2.769, -0.087, 5.413], [-1.897, 1.128, 6.017], [-3.110, -1.225, 6.172], [-2.720, -2.541, 6.008], [-3.337, -3.225, 7.007], [-4.089, -2.384, 7.781], [-3.926, -1.201, 7.275], [-0.072, -2.626, 0.254], [-0.538, -4.004, 0.291], [-0.042, -4.768, 1.508], [0.203, -4.312, 2.573], [0.131, -6.501, 1.201], [0.725, -2.339, -0.961], [2.214, -2.380, -0.594], [2.720, -3.713, 0.003], [3.031, -3.531, 1.499], [4.313, -2.705, 1.693], [4.053, -1.260, 2.698], [5.190, -0.401, 2.608], [2.745, -0.729, 2.418], [4.000, -2.065, 4.546], [0.349, -0.993, -1.610], [1.223, -0.707, -2.853], [0.385, -0.391, -4.093], [-0.428, 0.894, -4.073], [-1.686, 0.625, -3.476], [-2.563, 1.745, -3.448], [1.928, 3.146, 3.758], [1.029, 4.445, 2.918], [2.741, 4.645, 3.377], [2.440, 4.096, 0.890], [3.470, 3.010, 1.803], [1.197, 1.661, 2.172], [2.300, 1.372, 0.859], [0.621, 3.415, -0.132], [-0.487, 2.450, 0.794], [1.247, 1.665, -1.575], [-0.526, 1.597, -1.454], [1.279, -0.130, 0.051], [-1.559, 0.394, 0.120], [-0.395, 0.092, 1.415], [-1.949, -1.845, -0.270], [-1.472, -1.169, 2.578], [-1.647, -2.875, 2.270], [-3.657, -0.889, 1.121], [-3.816, -2.633, 1.394], [-5.067, -1.543, 3.135], [-3.676, -2.324, 3.820], [-2.050, -2.843, 5.222], [-3.245, -4.283, 7.179], [-4.348, -0.277, 7.633], [-1.633, -4.066, 0.323], [-0.236, -4.565, -0.591], [0.532, -3.093, -1.733], [2.377, -1.624, 0.178], [2.847, -2.095, -1.431], [2.044, -4.552, -0.155], [3.641, -3.979, -0.518], [2.206, -2.947, 1.905], [3.083, -4.469, 2.046], [5.103, -3.282, 2.167], [4.699, -2.281, 0.765], [-0.681, -0.990, -1.962], [1.738, -1.641, -3.074], [2.011, 0.023, -2.665], [1.002, -0.413, -4.990], [-0.336, -1.205, -4.206], [0.085, 1.713, -3.558], [-0.579, 1.228, -5.105], [-2.907, 1.912, -2.426], [-2.073, 2.648, -3.812], [-3.438, 1.543, -4.065], [-0.439, -6.886, -6.625], [-1.122, -5.580, -6.288], [-0.226, -4.459, -6.419], [-0.044, -4.031, -7.671], [-0.575, -4.470, -8.654], [0.826, -3.020, -7.641], [1.154, -2.489, -8.932], [0.464, -7.010, -6.026], [-1.110, -7.721, -6.423], [-0.158, -6.917, -7.676], [-1.436, -5.563, -5.246], [-2.001, -5.416, -6.910], [0.254, -2.232, -9.485], [1.743, -3.209, -9.497], [1.745, -1.597, -8.746], [-1.805, 9.512, 3.693], [-1.770, 9.354, 2.189], [-0.495, 9.734, 1.644], [0.467, 8.824, 1.744], [0.360, 7.718, 2.211], [1.583, 9.342, 1.231], [2.728, 8.492, 1.313], [-1.521, 10.526, 3.974], [-2.810, 9.314, 4.066], [-1.115, 8.819, 4.173], [-2.484, 10.022, 1.713], [-2.006, 8.334, 1.887], [2.516, 7.514, 0.886], [3.045, 8.382, 2.348], [3.507, 8.987, 0.740]],
  "forces_ev_per_a": [[0.2, -0.1, -0.4], [0.3, -0.4, 0.4], [-0.1, 0.2, -0.2], [0.2, 0.0, 0.3], [-0.2, 0.5, 0.2], [-0.7, 0.3, -0.1], [0.2, -0.2, 0.5], [-0.2, 0.0, -0.3], [-0.3, 0.1, 0.1], [0.2, -0.3, 0.3], [-0.2, -0.3, -0.3], [0.1, 0.1, 0.1], [0.0, 0.1, -0.1], [0.0, 0.0, 0.1], [0.0, 0.0, 0.0], [0.0, 0.1, -0.2], [0.3, -0.3, -0.3], [-0.1, 0.0, 0.2], [0.0, 0.1, 0.0], [-0.3, 0.0, -0.1], [0.1, -0.1, 0.1], [0.1, 0.1, 0.3], [0.0, 0.0, -0.2], [-0.1, -0.1, -0.1], [0.2, 0.1, 0.0], [0.1, -0.1, 0.1], [0.4, 0.2, 0.1], [-0.2, 0.4, -0.2], [-0.2, -0.4, 0.1], [0.1, 0.3, -0.3], [-0.1, -0.2, 0.1], [0.1, 0.0, 0.1], [-0.1, 0.0, 0.1], [0.6, -0.2, -0.2], [-0.2, -0.4, 0.0], [-0.2, 0.1, 0.2], [-0.1, -0.1, -0.6], [0.2, 0.1, 0.4], [-0.1, -0.1, 0.0], [-0.2, 0.0, 0.1], [0.0, 0.1, 0.2], [-0.1, 0.2, 0.0], [0.0, 0.0, 0.0], [0.0, 0.1, -0.1], [0.1, -0.1, 0.0], [0.0, 0.0, -0.1], [-0.1, 0.0, -0.2], [0.0, 0.0, 0.0], [0.1, -0.3, 0.0], [0.1, -0.1, -0.2], [0.1, -0.1, -0.1], [0.0, 0.0, -0.1], [0.0, 0.1, 0.0], [0.0, 0.0, 0.0], [0.2, -0.1, 0.0], [0.1, 0.0, 0.0], [0.0, 0.0, 0.0], [-0.1, 0.1, -0.2], [0.0, 0.2, 0.0], [0.1, 0.2, 0.2], [0.1, 0.0, 0.1], [-0.1, 0.0, 0.2], [0.0, 0.0, 0.0], [0.0, 0.0, 0.0], [0.0, 0.1, 0.0], [-0.1, 0.0, 0.0], [0.1, 0.1, 0.0], [-0.1, 0.0, -0.2], [-0.1, 0.1, 0.0], [0.0, -0.2, 0.0], [-0.1, -0.3, 0.2], [0.1, -0.1, 0.0], [0.1, 0.1, 0.0], [0.0, 0.0, 0.0], [-0.1, 0.1, 0.3], [0.1, 0.1, -0.1], [0.0, 0.1, 0.0], [0.2, 0.0, 0.1], [0.0, 0.0, -0.2], [0.1, 0.0, 0.0], [-0.1, 0.0, 0.0], [0.0, 0.0, 0.0], [0.0, 0.0, 0.0], [0.0, 0.0, -0.1], [0.2, 0.1, -0.1], [-0.2, -0.2, 0.1], [0.0, 0.1, 0.0], [0.0, 0.0, 0.1], [0.0, 0.0, -0.1], [0.0, 0.1, 0.0], [0.1, 0.1, 0.0], [0.0, 0.0, 0.0], [0.0, 0.0, 0.0], [-0.1, 0.0, 0.0], [0.1, 0.1, 0.0], [0.1, 0.0, -0.1], [0.0, -0.1, 0.0], [-0.1, 0.0, 0.0], [0.0, 0.0, 0.0], [0.2, 0.0, 0.0], [-0.3, 0.0, 0.1], [0.0, 0.0, 0.0], [0.0, 0.1, 0.0], [0.0, -0.1, 0.0], [0.0, 0.0, 0.0], [0.1, 0.0, 0.0], [-0.1, 0.0, 0.0], [0.0, 0.0, 0.0], [0.0, 0.0, 0.0], [0.1, 0.1, 0.0], [0.1, 0.0, 0.0], [0.0, 0.0, 0.0], [0.0, 0.0, 0.0], [0.0, 0.0, 0.0]],
  "mulliken_charge": [-1.278, -0.794, -0.056, -1.174, -0.302, 1.488, -1.685, -0.029, -0.621, -0.905, -0.741, -0.094, 0.118, -0.142, 0.164, -0.405, -0.606, -0.605, -0.097, 1.120, -1.555, 0.676, -0.384, -0.162, -1.900, 0.014, -1.695, -0.322, -1.053, 0.904, -0.603, -0.297, -0.210, 0.328, -1.334, -1.285, -0.569, -0.359, -0.817, 0.393, 0.313, 0.399, 0.405, 0.323, 0.266, 0.009, 0.750, 0.296, 0.551, -0.057, -0.412, 0.381, 0.553, 0.337, 0.358, 0.280, 0.459, 0.368, 0.459, 0.369, 0.768, 0.390, 0.386, 0.659, 0.596, 0.831, -0.201, 0.558, 0.424, 0.615, 0.125, 0.669, 0.555, 0.337, 0.987, 0.632, 0.410, 0.587, 0.395, 0.291, 0.571, 0.232, 0.377, 0.267, -1.101, -0.220, -0.278, 0.707, -0.547, -0.296, -0.688, 0.286, 0.369, 0.313, 0.287, 0.325, 0.335, 0.301, 0.211, -1.082, -0.167, -0.370, 0.798, -0.561, -0.336, -0.538, 0.300, 0.354, 0.299, 0.296, 0.291, 0.199, 0.293, 0.226]
}

***

{
  "formula": "C34H61CsN5O6SSi3",
  "method": "ωB97M-V with the def2-TZVPD basis set",
  "de_lowest_kcal_mol": 16.8,
  "charge": -1,
  "elements": ["Cs", "C", "N", "C", "C", "C", "N", "C", "C", "H", "H", "H", "H", "H", "H", "H", "H", "H", "H", "H", "H", "H", "H", "H", "H", "O", "C", "C", "C", "C", "C", "C", "C", "O", "N", "O", "O", "H", "H", "H", "H", "C", "O", "Si", "C", "C", "C", "Si", "C", "C", "C", "Si", "C", "C", "C", "H", "H", "H", "H", "H", "H", "H", "H", "H", "H", "H", "H", "H", "H", "H", "H", "H", "H", "H", "H", "H", "H", "H", "H", "H", "H", "H", "C", "C", "C", "O", "C", "H", "H", "H", "H", "H", "H", "H", "H", "N", "C", "N", "C", "C", "C", "C", "C", "C", "S", "H", "H", "H", "H", "H", "H"],
  "positions_angstrom": [[-0.180, 0.441, -0.528], [-1.064, 2.910, 3.144], [-1.608, 1.562, 3.199], [-2.982, 1.602, 3.662], [-0.782, 0.738, 4.077], [-1.036, -0.764, 3.971], [-0.232, -1.425, 2.956], [-0.789, -2.724, 2.623], [1.146, -1.574, 3.395], [-1.052, 3.393, 4.138], [-1.669, 3.530, 2.479], [-0.046, 2.875, 2.762], [-3.054, 1.949, 4.709], [-3.449, 0.619, 3.596], [-3.559, 2.284, 3.038], [-0.932, 1.055, 5.125], [0.261, 0.941, 3.830], [-2.087, -0.938, 3.735], [-0.855, -1.233, 4.956], [-0.828, -3.398, 3.498], [-0.175, -3.192, 1.857], [-1.804, -2.606, 2.236], [1.722, -2.071, 2.620], [1.211, -2.175, 4.322], [1.604, -0.603, 3.581], [1.831, 1.790, 1.697], [2.415, 2.824, 1.415], [2.945, 3.228, 0.127], [3.592, 4.458, 0.071], [4.130, 4.917, -1.109], [4.027, 4.146, -2.288], [3.398, 2.941, -2.264], [2.816, 2.403, -1.057], [2.233, 1.293, -1.044], [4.803, 6.192, -1.140], [4.872, 6.847, -0.108], [5.277, 6.573, -2.201], [2.579, 3.581, 2.212], [3.678, 5.066, 0.963], [4.457, 4.535, -3.200], [3.307, 2.340, -3.161], [-3.529, 1.967, 0.243], [-2.787, 1.065, -0.542], [-3.532, -0.177, -1.446], [-5.300, 0.433, -1.746], [-3.722, -1.575, -0.189], [-2.519, -0.512, -2.878], [-2.373, 0.883, -4.033], [-2.436, 2.592, -3.205], [-3.727, 0.978, -5.362], [-0.747, 0.931, -5.001], [-2.727, -2.160, -3.604], [-2.103, -3.581, -2.505], [-1.832, -2.406, -5.255], [-4.531, -2.618, -3.997], [-4.160, 2.615, -0.375], [-2.835, 2.599, 0.803], [-4.173, 1.451, 0.966], [-5.863, 0.615, -0.824], [-5.836, -0.330, -2.322], [-5.311, 1.352, -2.341], [-4.330, -1.228, 0.654], [-2.752, -1.893, 0.207], [-4.214, -2.456, -0.615], [-3.447, 2.837, -2.860], [-2.146, 3.352, -3.938], [-1.777, 2.680, -2.337], [-4.718, 0.995, -4.894], [-3.698, 0.113, -6.034], [-3.623, 1.882, -5.973], [0.107, 1.014, -4.318], [-0.725, 1.800, -5.669], [-0.604, 0.037, -5.610], [-1.937, -3.234, -1.482], [-1.152, -3.977, -2.876], [-2.814, -4.413, -2.467], [-0.749, -2.294, -5.141], [-2.164, -1.703, -6.025], [-2.026, -3.420, -5.624], [-5.136, -2.662, -3.083], [-4.598, -3.597, -4.487], [-4.986, -1.872, -4.656], [2.296, -1.320, -5.212], [2.209, -2.848, -5.188], [1.851, -3.098, -3.733], [2.650, -2.168, -3.012], [2.728, -0.963, -3.779], [1.314, -0.897, -5.419], [2.987, -0.937, -5.964], [3.178, -3.303, -5.407], [1.470, -3.245, -5.886], [2.089, -4.099, -3.377], [0.785, -2.904, -3.553], [3.759, -0.609, -3.724], [2.083, -0.196, -3.341], [3.331, -0.963, 0.610], [3.008, -2.211, 0.188], [1.803, -2.672, 0.091], [1.830, -3.998, -0.319], [0.709, -4.789, -0.559], [0.877, -6.087, -1.009], [2.151, -6.619, -1.215], [3.279, -5.850, -0.970], [3.105, -4.549, -0.523], [4.308, -3.348, -0.160], [2.597, -0.265, 0.569], [4.219, -0.602, 0.306], [-0.279, -4.370, -0.423], [0.004, -6.695, -1.213], [2.261, -7.635, -1.571], [4.271, -6.255, -1.131]],
  "forces_ev_per_a": [[0.0, -0.8, 0.4], [0.0, 0.0, 0.0], [0.0, -0.1, 0.0], [0.0, 0.0, 0.0], [0.1, 0.0, 0.0], [-0.1, 0.1, 0.0], [0.0, 0.1, -0.1], [0.0, 0.0, 0.0], [0.0, 0.0, 0.0], [0.0, 0.0, 0.0], [0.0, 0.0, 0.0], [0.0, 0.0, 0.0], [0.0, 0.0, 0.0], [0.0, 0.0, 0.0], [0.0, 0.0, 0.0], [0.0, 0.0, 0.0], [0.0, 0.0, 0.0], [0.0, 0.0, 0.0], [0.0, 0.0, 0.0], [0.0, 0.0, 0.0], [0.0, 0.0, -0.1], [0.0, 0.0, 0.0], [0.0, 0.0, 0.0], [0.0, 0.0, 0.0], [0.0, 0.0, 0.0], [0.0, 0.0, 0.0], [0.0, 0.0, 0.0], [0.0, 0.0, 0.0], [0.0, 0.0, 0.0], [0.0, 0.0, 0.0], [0.0, 0.0, 0.0], [0.0, 0.0, 0.0], [0.0, 0.0, 0.1], [0.9, 0.4, -0.3], [0.0, 0.1, 0.0], [0.0, -0.1, 0.0], [0.0, -0.1, 0.0], [0.0, 0.0, 0.0], [0.0, 0.0, 0.0], [0.0, 0.0, 0.0], [0.0, 0.0, 0.0], [0.0, 0.0, 0.0], [-0.9, 0.3, 0.1], [-0.1, 0.1, -0.1], [0.0, 0.0, -0.1], [0.0, -0.1, 0.0], [-0.1, 0.0, 0.0], [0.1, 0.0, 0.0], [-0.1, 0.0, 0.0], [0.0, 0.0, 0.0], [0.1, 0.0, 0.0], [0.0, 0.0, 0.0], [0.0, 0.0, 0.1], [0.0, 0.0, 0.0], [-0.1, 0.0, 0.0], [0.0, 0.0, 0.0], [0.0, -0.1, 0.0], [0.0, 0.0, 0.0], [0.0, 0.0, 0.0], [0.0, 0.0, 0.0], [0.0, -0.1, 0.0], [0.0, 0.0, 0.0], [-0.1, 0.0, 0.0], [0.0, 0.0, 0.0], [0.1, 0.0, 0.0], [0.0, 0.0, 0.0], [0.0, 0.0, -0.1], [0.1, 0.0, 0.0], [0.0, 0.1, 0.1], [0.0, 0.0, 0.0], [0.0, 0.0, 0.0], [0.0, 0.0, 0.0], [0.0, 0.0, 0.0], [0.0, 0.0, 0.0], [0.0, 0.0, 0.0], [0.0, 0.0, 0.0], [-0.1, 0.0, 0.0], [0.0, 0.0, 0.0], [0.0, 0.0, 0.0], [0.0, 0.0, -0.1], [0.0, 0.0, 0.0], [0.0, 0.0, 0.0], [0.0, 0.0, 0.0], [0.0, 0.0, 0.0], [0.0, 0.1, 0.0], [0.0, 0.0, 0.0], [0.0, 0.0, 0.0], [0.0, 0.0, 0.0], [0.0, 0.0, 0.0], [0.0, 0.0, 0.0], [0.0, 0.0, 0.0], [0.0, 0.0, 0.1], [0.0, 0.0, 0.0], [0.0, 0.0, 0.0], [0.0, 0.0, 0.0], [0.0, 0.0, 0.0], [0.0, 0.0, 0.0], [0.1, 0.0, 0.0], [0.0, 0.0, 0.0], [0.0, 0.0, 0.0], [0.0, 0.0, 0.0], [0.0, 0.0, 0.0], [0.0, 0.0, 0.0], [0.0, 0.0, 0.0], [0.0, 0.0, 0.0], [0.0, 0.1, 0.0], [0.0, 0.0, 0.0], [0.0, 0.0, 0.0], [0.0, 0.0, 0.0], [0.0, 0.0, 0.0], [0.0, 0.0, 0.0]],
  "mulliken_charge": [0.087, -0.758, 0.711, -1.313, -0.700, -0.844, 0.780, -0.802, -0.868, 0.338, 0.404, -0.171, 0.379, 0.221, 0.455, 0.264, 0.231, 0.412, 0.284, 0.300, 0.045, 0.219, 0.079, 0.315, 0.249, -0.296, -0.496, 0.936, -0.319, -0.600, -0.430, -0.765, -0.367, 0.115, 1.023, -0.664, -0.659, 0.232, 0.478, 0.514, 0.429, -0.538, -0.420, -0.969, -1.076, -0.559, 2.489, -0.102, -0.739, -1.095, -0.673, -0.191, -0.378, -0.778, -1.119, 0.305, -0.176, 0.219, 0.355, 0.345, 0.282, 0.411, -0.413, 0.409, 0.219, 0.411, 0.087, 0.259, 0.285, 0.353, -0.048, 0.373, 0.192, -0.512, 0.367, 0.540, -0.229, 0.355, 0.395, 0.269, 0.335, 0.294, 0.194, -0.939, 0.526, -0.215, -0.067, -0.499, 0.467, 0.347, 0.447, 0.201, -0.512, 0.334, -0.194, -0.173, 0.449, 0.195, -0.890, 0.105, -0.872, -0.592, -0.390, 1.040, -0.470, -0.250, 0.338, 0.285, 0.412, 0.349, 0.390]
}

***

no.,E_tot (eV)
1,-120226.8070
2,-91003.5913